Formula: C56H46F9N4OPPtSTe
Source: the OMol25 dataset
Level of theory: ωB97M-V with the def2-TZVPD basis set

Geometry (Å):
Pt 1.143 -1.253 -1.045
N 3.294 -1.307 2.632
C 2.072 -1.081 3.263
C 1.712 -0.957 4.601
C 0.390 -0.650 4.854
C -0.539 -0.464 3.809
C -0.167 -0.593 2.488
C 1.158 -0.924 2.229
N 1.826 -1.072 1.013
C 3.086 -1.278 1.301
C 4.109 -1.365 0.258
C 5.454 -1.312 0.379
S 6.168 -1.329 -1.165
C 4.624 -1.402 -1.888
N 3.643 -1.418 -1.036
H 4.173 -1.485 3.084
H 2.430 -1.081 5.408
H 0.063 -0.530 5.881
H -1.562 -0.200 4.055
H -0.863 -0.429 1.670
H 6.060 -1.243 1.277
H 4.493 -1.434 -2.967
F -1.210 -8.185 -5.389
C -2.231 -7.485 -4.860
F -2.984 -8.334 -4.133
F -2.995 -7.019 -5.865
C -1.733 -6.361 -3.998
C -2.582 -5.309 -3.704
C -2.169 -4.305 -2.838
C -0.903 -4.359 -2.258
C -0.044 -5.405 -2.598
C -0.460 -6.409 -3.458
P -0.295 -3.144 -1.022
C -1.832 -2.451 -0.306
C -2.504 -1.531 -1.111
C -3.643 -0.883 -0.655
C -4.109 -1.143 0.623
C -3.454 -2.050 1.438
C -2.317 -2.701 0.977
C -5.309 -0.420 1.168
F -5.010 0.171 2.349
F -5.736 0.537 0.327
F -6.330 -1.265 1.392
C 0.435 -4.281 0.225
C -0.324 -5.150 1.010
C 0.269 -5.885 2.023
C 1.636 -5.798 2.230
C 2.426 -5.041 1.383
C 1.823 -4.284 0.384
C 2.242 -6.502 3.411
F 1.947 -5.834 4.549
F 1.769 -7.752 3.538
F 3.583 -6.569 3.315
H -3.574 -5.274 -4.143
H -2.852 -3.499 -2.611
H 0.957 -5.450 -2.180
H 0.203 -7.231 -3.704
H -2.115 -1.292 -2.099
H -4.162 -0.173 -1.290
H -3.822 -2.240 2.444
H -1.794 -3.368 1.648
H -1.387 -5.262 0.831
H -0.333 -6.530 2.656
H 3.503 -5.036 1.505
H 2.435 -3.696 -0.283
C -0.199 5.645 5.757
C -0.276 4.857 4.468
C -1.501 4.524 3.900
C -1.597 3.797 2.711
C -2.983 3.456 2.184
C -0.399 3.442 2.068
Te -0.607 2.355 0.192
N -0.217 0.423 -1.102
C -0.232 0.449 -2.432
O 0.413 -0.508 -3.010
C -0.955 1.453 -3.276
C -2.209 1.939 -2.905
C -2.883 2.834 -3.729
C -2.301 3.258 -4.916
C -1.055 2.767 -5.296
C -0.389 1.859 -4.485
C 0.614 3.658 -0.950
C 1.890 3.299 -1.404
C 2.551 1.963 -1.135
C 2.609 4.220 -2.169
C 2.106 5.471 -2.489
C 2.909 6.456 -3.304
C 0.831 5.799 -2.037
C 0.065 4.922 -1.280
C -1.319 5.370 -0.849
C 0.852 3.701 2.649
C 2.157 3.232 2.041
C 0.886 4.426 3.835
H -1.193 5.878 6.140
H 0.335 6.588 5.604
H 0.342 5.086 6.526
H -2.418 4.827 4.401
H -3.741 3.698 2.930
H -3.083 2.396 1.950
H -3.214 4.018 1.274
H -2.673 1.594 -1.992
H -3.872 3.185 -3.450
H -2.825 3.957 -5.556
H -0.607 3.082 -6.232
H 0.573 1.452 -4.778
H 2.100 1.446 -0.293
H 3.619 2.097 -0.934
H 2.461 1.318 -2.014
H 3.606 3.943 -2.516
H 3.894 6.061 -3.551
H 3.041 7.394 -2.759
H 2.394 6.697 -4.239
H 0.412 6.772 -2.291
H -1.569 6.330 -1.303
H -1.378 5.484 0.237
H -2.076 4.646 -1.155
H 2.046 2.237 1.614
H 2.944 3.198 2.799
H 2.487 3.903 1.242
H 1.852 4.650 4.286

**2S+1**: 2
**Charge**: +1
**Frontier orbital gap (spin up / spin down)**: 6.660 / 5.656 eV
**HOMO (spin up / spin down)**: -9.7 / -9.5 eV
**E_LUMO (spin up / spin down)**: -2.99 / -3.86 eV

Formula: C5H9NO
Source: the OMol25 dataset
Level of theory: ωB97M-V with the def2-TZVPD basis set

Geometry (Å):
C -1.613 0.467 1.669
C -1.447 1.247 0.555
N -0.295 0.738 -0.090
C 0.275 -0.278 0.726
C -0.474 -0.360 1.914
C 1.560 -0.845 0.620
H -2.494 0.835 2.343
H -2.147 1.655 -0.120
H 0.040 1.270 -0.953
H -0.394 -1.260 2.522
H 1.921 -0.966 -0.377
H 2.298 -0.249 1.304
H 1.517 -1.854 1.020
H 1.053 -0.581 -4.065
H -0.230 0.402 -3.674
O 0.430 -0.220 -3.393

**SMILES**: Cc1ccc[nH]1.O
**Frontier orbital gap**: 8.352 eV
**HOMO**: -7.8 eV
**E_LUMO**: 0.58 eV

Formula: C11H17N4
Source: the OMol25 dataset
Level of theory: ωB97M-V with the def2-TZVPD basis set

Geometry (Å):
C -3.703 -0.588 -1.040
C -2.197 -0.074 0.916
N -3.004 0.254 -0.112
N -1.684 -1.385 1.003
N -2.020 0.631 1.982
H -3.005 1.308 -0.247
H -1.543 -1.860 0.029
H -0.689 -1.460 1.388
H -2.438 1.626 2.149
H -1.851 0.114 2.921
H -3.938 -0.081 -1.956
H -4.662 -0.617 -0.544
H -3.367 -1.669 -0.931
C 1.762 -1.493 -2.409
C 1.913 0.212 0.929
C 1.589 0.318 -0.452
C 1.928 -0.998 -1.030
C 2.388 -1.779 -0.036
C 2.074 1.376 1.710
C 1.596 2.506 0.998
C 0.898 1.419 -1.011
C 0.991 2.490 -0.221
N 2.288 -1.125 1.218
H 2.799 -1.418 2.009
H 2.735 1.433 2.564
H 2.997 -2.678 -0.016
H 1.613 3.457 1.482
H 0.831 1.429 -2.069
H 1.510 -0.600 -2.968
H 1.025 -2.299 -2.818
H 0.480 3.354 -0.564
H 2.683 -1.802 -2.875

**Charge**: +1
**Frontier orbital gap**: 7.805 eV
**HOMO**: -10.8 eV
**E_LUMO**: -2.95 eV

Formula: C4H27N3O7
Source: the OMol25 dataset
Level of theory: ωB97M-V with the def2-TZVPD basis set

Geometry (Å):
C 1.602 -1.491 -0.150
C 0.378 -1.797 -0.897
C -0.013 -0.531 -1.722
C 0.734 -0.152 -2.816
N 0.583 1.021 -3.571
N -1.297 0.124 -1.255
N 1.241 -0.601 1.009
H 2.094 -2.571 0.090
H 2.362 -0.813 -0.724
H 0.805 -2.614 -1.769
H -0.462 -2.307 -0.489
H 1.589 -0.625 -2.833
H 0.936 1.009 -4.526
H -0.317 1.400 -3.694
H -1.128 0.757 -0.388
H -1.745 -0.833 -0.975
H -1.932 0.442 -1.968
H 2.067 -0.167 1.470
H 0.586 0.115 0.801
H 0.857 -1.386 1.684
H 4.341 0.073 1.176
H 3.475 1.526 1.292
O 3.449 0.541 1.278
H 2.006 3.553 2.187
H 1.608 2.942 3.612
O 1.776 2.830 2.646
H 0.307 -4.473 1.772
H 1.401 -3.873 2.536
O 0.981 -3.874 1.672
H -2.710 0.933 3.939
H -3.077 0.452 2.382
O -2.415 0.503 3.109
H -0.332 2.368 1.136
H -0.981 1.500 2.243
O -0.663 1.454 1.285
H -2.340 2.988 -2.140
H -2.136 3.763 -0.861
O -2.181 2.921 -1.207
H -3.368 -2.350 -2.076
H -4.563 -1.300 -1.715
O -3.518 -1.455 -1.541

**Charge**: +2
**Frontier orbital gap**: 9.508 eV
**HOMO**: -14.9 eV
**E_LUMO**: -5.37 eV

no.,E (eV)
1,-121944.1880
2,-8866.9114
3,-17635.4336
4,-23371.9629